Molecular formula: C24H32BMgN10OS
Method: DFT, wB97M-V/def2-TZVPD

Structure (XYZ):
```
70
Properties=species:S:1:pos:R:3:mulliken_charge:R:1
S -0.848 1.111 -2.955 0.673
Mg -0.150 1.007 0.290 1.604
O 5.764 -1.136 0.190 -0.598
N -2.566 -0.280 0.766 1.048
N 4.470 -2.524 -1.047 0.141
N -1.526 0.862 2.793 0.671
N -1.490 -0.425 -0.056 -1.219
N -5.068 0.998 1.327 -1.009
N -0.252 0.802 2.279 -1.147
N 1.791 1.000 -0.369 -0.360
N -1.365 2.587 0.263 -0.917
N -4.111 0.930 2.307 0.340
N -2.523 2.289 0.930 1.038
C 0.581 0.774 3.319 0.076
C -3.408 -1.308 0.582 0.034
C -2.337 2.002 -3.301 -0.893
C 3.701 2.216 -1.136 -1.018
C -2.893 -2.147 -0.390 -1.310
C 2.374 2.150 -0.765 -0.252
C 4.461 1.057 -1.085 -0.377
C 5.376 -3.650 -0.739 -0.770
C 3.357 -2.781 -1.956 -0.818
C -6.223 0.970 1.971 -0.529
C -4.701 0.894 3.542 -0.083
C -1.693 -1.556 -0.758 -0.216
C -3.380 3.311 0.810 -0.024
C -1.540 3.804 -0.274 -0.217
C 4.777 -1.337 -0.495 0.438
C 2.538 -0.124 -0.350 -0.118
C 3.871 -0.142 -0.703 0.009
C 5.180 -4.214 0.660 -1.059
C -0.123 0.818 4.518 -1.413
C -1.445 0.877 4.138 0.259
C -0.355 0.498 -4.540 -1.028
C -6.050 0.920 3.368 -0.748
C -2.796 4.304 0.041 -1.303
C 2.250 -3.637 -1.350 -1.015
B -2.707 0.947 1.765 0.517
H 5.522 1.074 -1.307 0.576
H 0.515 -0.141 -4.403 0.312
H -0.742 4.278 -0.829 0.472
H -2.310 0.928 4.768 0.342
H -4.355 3.278 1.268 0.518
H -6.808 0.904 4.133 0.457
H 5.408 -3.458 1.410 0.318
H 1.867 -3.203 -0.423 0.240
H -2.784 2.279 -2.346 0.126
H -3.220 5.257 -0.227 0.469
H 4.159 -4.571 0.811 0.271
H 1.649 0.725 3.160 0.533
H 0.269 0.811 5.521 0.459
H 2.614 -4.638 -1.117 0.381
H 5.858 -5.055 0.810 0.386
H -1.190 -0.058 -4.975 0.410
H -4.324 -1.386 1.143 0.502
H 2.962 -1.827 -2.304 0.483
H 3.759 -3.287 -2.834 0.369
H -4.155 0.846 4.464 0.318
H 6.398 -3.299 -0.855 0.410
H 4.140 3.162 -1.423 0.497
H 2.048 -1.022 0.009 0.652
H 1.758 3.043 -0.742 0.478
H -2.068 2.896 -3.875 0.436
H -3.001 1.366 -3.891 0.470
H -0.110 1.356 -5.175 0.426
H -7.147 1.001 1.411 0.480
H -3.327 -3.060 -0.762 0.466
H -0.947 -1.905 -1.460 0.536
H 5.195 -4.416 -1.493 0.413
H 1.424 -3.747 -2.058 0.383
```

Calculated values
**Frontier orbital gap (spin up / spin down)**: 8.46 / 3.42 eV
**Net charge**: +2
**Energy above the lowest of the compared OMol25 structures with the same formula, charge and spin**: 0.425 eV
**⟨S²⟩**: 0.753
**DFT total energy**: -2179.31357 hartree
**Spin multiplicity**: 2

Molecular formula: C24H32BN8OV
Method: DFT, wB97M-V/def2-TZVPD

Structure (XYZ):
```
67
Properties=species:S:1:pos:R:3:mulliken_charge:R:1
V -0.021 0.500 0.076 0.674
O 1.481 -1.067 0.438 -0.138
N -1.724 2.884 0.900 -0.096
N 1.237 0.973 -1.605 0.758
N 0.387 2.545 2.288 -0.002
N 1.317 2.263 -2.032 -0.071
N -1.264 0.016 1.677 0.939
N -1.601 1.014 2.503 -0.011
N -1.310 2.297 -0.257 0.238
N 1.167 1.985 1.262 0.499
C 2.967 -2.771 1.011 -1.479
C -2.185 0.523 3.586 -0.091
C 2.579 2.496 -2.473 -0.622
C 0.250 -2.784 -2.565 -0.447
C 2.033 -1.108 2.787 -1.081
C -1.655 -1.135 2.212 -0.641
C 2.092 -1.589 1.355 0.647
C 2.368 2.538 1.325 -0.469
C -3.376 -1.215 -0.857 -1.782
C -2.255 2.632 -1.153 -0.495
C 2.401 0.398 -1.846 -0.592
C -2.031 -1.710 -1.304 0.359
C -2.906 3.447 0.732 -0.090
C 0.206 -0.804 -4.244 -1.399
C 0.164 -4.761 -1.154 -1.758
C -3.285 3.294 -0.583 -1.208
C -2.308 -0.855 3.440 -1.512
C -0.238 -1.529 -2.965 0.391
C 1.208 3.407 2.933 -0.323
C -1.310 -0.988 -2.251 -0.107
C -1.478 -2.915 -0.896 -0.483
C 3.266 1.318 -2.383 -0.986
C 2.489 3.417 2.433 -1.098
C -0.365 -3.421 -1.500 0.779
B -1.147 2.485 2.258 0.156
H 4.265 1.142 -2.774 0.459
H 0.864 4.032 3.713 0.473
H 3.360 3.994 2.753 0.422
H -1.446 -2.086 1.747 0.583
H -2.721 -1.559 4.092 0.542
H 2.750 -3.569 1.728 0.446
H -4.191 3.682 -0.985 0.492
H 2.777 -3.044 0.010 0.222
H -2.451 1.261 4.328 0.475
H 0.725 0.145 -4.016 0.166
H -3.458 3.927 1.492 0.494
H 1.202 -4.706 -0.880 0.289
H 0.130 -5.375 -2.015 0.486
H 2.105 -1.978 3.393 0.486
H -1.796 -0.100 -2.729 0.289
H 2.839 -0.383 2.919 0.299
H -2.196 2.332 -2.186 0.502
H 4.010 -2.524 1.174 0.365
H 1.093 -0.528 2.977 0.016
H -0.383 -5.289 -0.353 0.352
H -1.806 3.113 3.075 -0.144
H -3.578 -1.440 0.174 0.355
H 0.580 2.873 -1.769 0.098
H -1.964 -3.482 -0.126 0.618
H -0.703 -0.513 -4.857 0.350
H 2.472 -0.619 -1.577 0.689
H -4.157 -1.758 -1.401 0.477
H 2.959 3.404 -2.922 0.482
H 1.106 -3.234 -2.951 0.564
H 0.850 -1.471 -4.777 0.413
H 3.129 2.155 0.670 0.484
H -3.518 -0.183 -1.077 0.298
```

Calculated values
**Frontier orbital gap (spin up / spin down)**: 8.61 / 9.54 eV
**Net charge**: +1
**Energy above the lowest of the compared OMol25 structures with the same formula, charge and spin**: 0.000 eV
**⟨S²⟩**: 3.757
**DFT total energy**: -2415.82175 hartree
**Spin multiplicity**: 4

Molecular formula: C24H32Cl2IrN3O4PS3Te
Method: DFT, wB97M-V/def2-TZVPD

Structure (XYZ):
```
71
Properties=species:S:1:pos:R:3:mulliken_charge:R:1
Ir 0.142 -0.135 -0.433 2.710
Te -1.607 3.173 -3.362 0.170
Cl -4.965 -1.104 -1.752 -0.192
Cl 0.239 -0.146 -3.060 -0.077
S 4.815 0.931 -0.033 -0.209
S -0.114 1.745 3.941 -0.211
S -1.967 -1.011 -0.804 -0.376
P -1.193 2.985 -1.020 -0.980
O 1.051 -2.388 -0.463 -0.421
O -0.001 2.150 -0.639 -0.197
O -2.434 2.364 -0.252 0.642
O -1.062 4.486 -0.532 -0.228
N 0.579 -3.165 1.619 -0.140
N 2.354 0.393 -0.043 0.441
N 0.308 0.561 1.760 0.050
C 1.490 1.191 2.095 -0.311
C -0.672 4.767 0.847 -0.041
C -1.795 -0.140 -4.797 -0.738
C -3.123 -0.245 -5.166 -0.344
C 3.431 0.274 -0.776 0.110
C -0.635 0.766 2.642 0.009
C 2.454 -5.089 0.170 -0.439
C 0.797 -3.337 0.271 0.197
C 1.737 -2.558 2.319 0.117
C 3.055 -3.244 1.915 -0.433
C 2.923 -4.748 1.597 -1.018
C 0.983 -4.750 -0.177 -1.066
C 3.473 -0.369 -2.125 -1.251
C -2.374 -0.684 -2.479 -0.241
C 0.819 4.988 0.935 -0.881
C 2.614 1.022 1.164 -0.364
C 3.904 1.390 1.334 -0.351
C -4.651 2.273 0.613 -1.213
C -4.085 -0.543 -4.212 -0.786
C -3.792 2.822 -0.494 -0.334
C -1.454 -0.349 -3.475 0.296
C 1.444 1.885 3.254 -0.252
C -2.016 0.200 2.551 -0.558
C -3.712 -0.758 -2.900 0.398
H 1.772 -1.497 2.097 -0.728
H 3.466 -2.737 1.035 0.087
H -2.368 0.275 1.522 -0.390
H 4.493 -0.607 -2.420 0.533
H 3.904 -5.208 1.725 0.424
H -5.132 -0.608 -4.478 0.445
H 0.809 -4.846 -1.246 0.342
H 2.885 -1.287 -2.111 0.145
H 1.089 5.239 1.965 0.357
H 3.093 -4.553 -0.537 0.242
H -3.806 3.912 -0.516 0.377
H 2.606 -6.152 -0.013 0.440
H 2.225 2.466 3.723 0.459
H 1.545 -2.665 3.385 0.664
H -2.007 -0.853 2.840 0.233
H 1.360 4.090 0.636 0.033
H 0.303 -5.414 0.361 0.405
H -1.029 0.113 -5.518 0.464
H 0.322 -4.039 2.054 0.442
H -1.228 5.659 1.123 0.415
H -4.574 1.183 0.651 0.200
H -4.359 2.687 1.580 0.304
H -4.104 2.452 -1.469 0.296
H 3.054 0.306 -2.873 0.239
H 3.782 -3.102 2.716 0.577
H -1.000 3.949 1.493 0.042
H -3.413 -0.080 -6.196 0.397
H -2.707 0.731 3.202 0.518
H -5.694 2.535 0.428 0.429
H 2.276 -5.238 2.336 0.308
H 4.358 1.873 2.186 0.458
H 1.124 5.813 0.291 0.356
```

Calculated values
**Frontier orbital gap (spin up / spin down)**: 6.94 / 5.65 eV
**Net charge**: +1
**Energy above the lowest of the compared OMol25 structures with the same formula, charge and spin**: 0.577 eV
**⟨S²⟩**: 6.015
**DFT total energy**: -4227.49927 hartree
**Spin multiplicity**: 5

Molecular formula: C24H32IN2O4P2Pd
Method: DFT, wB97M-V/def2-TZVPD

Structure (XYZ):
```
66
Properties=species:S:1:pos:R:3:mulliken_charge:R:1
I 1.426 1.474 3.251 0.078
Pd 2.149 0.570 -1.622 0.135
P 1.930 2.458 -2.616 1.115
P 1.969 -0.995 3.869 0.573
O 1.173 -2.368 -2.095 -0.607
O 4.273 1.720 3.723 -0.427
O 3.531 -1.923 -2.857 -0.219
O -1.137 1.230 -0.419 -0.665
N -1.023 -2.169 -1.286 -0.080
N 0.342 -0.424 -1.121 0.644
C -4.990 -1.555 -3.045 -0.863
C -2.744 0.109 -2.940 -0.205
C 1.418 -1.930 2.430 -0.690
C -2.511 -2.631 2.575 -0.719
C 2.732 -1.216 -2.397 0.415
C -2.474 -1.357 0.518 -0.593
C -3.426 -0.479 1.044 -0.237
C 3.625 3.073 1.820 -0.752
C -3.665 0.241 -3.988 -0.681
C 0.245 -1.707 -1.543 -0.008
C -0.885 0.070 -0.751 -1.102
C 3.426 3.483 -2.812 -1.102
C -2.952 -0.848 -1.945 -0.139
C -3.480 -1.766 3.093 -0.542
C -4.784 -0.598 -4.042 -0.440
C 0.742 3.587 -1.814 -0.984
C -1.897 -1.085 -0.862 3.677
C -2.012 -2.431 1.280 -0.751
C -3.938 -0.691 2.325 -0.955
C 3.408 2.116 2.964 0.504
C -4.081 -1.679 -1.991 -0.154
C 3.686 -1.398 4.222 -1.049
C 1.286 2.159 -4.297 -1.171
C 0.984 -1.507 5.288 -1.108
H 1.773 1.254 -4.680 0.408
H -0.022 3.005 -1.278 0.213
H 4.049 4.008 2.216 0.356
H 3.732 -2.489 4.371 0.438
H 0.202 1.991 -4.248 0.229
H -5.493 -0.497 -4.865 0.467
H 4.010 -0.876 5.133 0.373
H -1.878 0.775 -2.886 0.321
H -1.339 -3.028 -1.715 0.291
H 4.332 -1.098 3.387 0.368
H 3.342 4.128 -3.696 0.405
H 4.328 2.658 1.083 0.274
H 1.987 -1.635 1.537 0.188
H 3.551 4.098 -1.913 0.368
H -3.745 0.373 0.441 0.508
H -4.240 -2.417 -1.202 0.515
H 1.506 3.009 -4.955 0.423
H 1.193 -0.843 6.138 0.393
H 4.291 2.819 -2.919 0.397
H -5.857 -2.218 -3.080 0.461
H -2.139 -3.474 3.160 0.518
H 1.299 4.211 -1.103 0.401
H 0.272 4.233 -2.568 0.413
H 0.350 -1.762 2.241 -0.035
H 2.696 3.303 1.292 0.205
H -3.876 -1.931 4.096 0.481
H 1.588 -2.995 2.640 0.510
H -4.691 -0.010 2.717 0.468
H 1.279 -2.534 5.543 0.393
H -0.086 -1.475 5.047 0.341
H -1.273 -3.117 0.856 0.531
H -3.486 0.999 -4.749 0.486
```

Calculated values
**Frontier orbital gap (spin up / spin down)**: 5.96 / 4.16 eV
**Net charge**: +3
**⟨S²⟩**: 6.027
**DFT total energy**: -2451.39518 hartree
**Spin multiplicity**: 5

Molecular formula: C24H32N2O3
Method: DFT, wB97M-V/def2-TZVPD

Structure (XYZ):
```
61
Properties=species:S:1:pos:R:3:mulliken_charge:R:1
O -0.203 1.633 -1.327 -0.292
O -2.824 2.187 -2.503 -0.670
O 2.876 -3.684 -0.034 -0.495
N 3.385 2.534 1.410 0.030
N -2.567 -0.205 0.333 1.067
C -4.477 -0.023 1.946 -1.517
C -0.002 3.853 0.802 -1.128
C 1.705 2.032 0.017 1.499
C -0.954 0.703 -2.084 -0.587
C -3.735 -0.886 0.907 1.091
C 2.352 3.397 1.667 -0.915
C -3.315 -2.196 1.587 -1.801
C -2.448 0.981 -1.879 -0.531
C 0.902 -1.085 1.518 -0.391
C 3.022 1.694 0.401 -1.489
C -0.446 -2.092 -0.167 -0.631
C 1.081 1.298 -1.008 1.339
C 0.586 -2.962 -0.486 -0.770
C -4.690 -1.261 -0.236 -1.739
C -2.847 1.022 -0.387 -0.881
C 3.108 -0.017 -1.220 -0.466
C 1.789 -2.891 0.201 0.671
C -1.381 -0.134 1.167 -1.751
C 1.933 -1.944 1.215 -0.696
C 2.802 -4.627 -1.073 -0.886
C -0.307 -1.142 0.829 1.204
C 1.301 3.130 0.841 1.064
C 1.806 0.292 -1.619 -0.778
C 3.736 0.666 -0.206 -1.491
H -3.801 0.278 2.743 0.297
H 2.619 -4.147 -2.040 0.324
H 0.082 4.811 1.311 0.465
H 4.277 2.536 1.874 0.172
H -0.919 0.851 1.054 -0.339
H -2.753 -2.824 0.904 0.366
H -2.322 1.874 0.062 0.320
H -2.707 -2.025 2.470 0.354
H -0.732 -0.315 -1.757 0.222
H 1.372 -0.279 -2.425 0.386
H 1.035 -0.347 2.295 0.396
H 3.773 -5.120 -1.094 0.259
H -1.626 -0.232 2.234 0.827
H -0.718 0.806 -3.153 0.516
H -4.893 0.875 1.495 0.330
H 4.739 0.420 0.107 0.379
H -5.112 -0.388 -0.724 0.376
H -3.013 0.195 -2.390 0.502
H 3.627 -0.817 -1.726 0.459
H -0.783 3.274 1.297 0.133
H 2.023 -5.374 -0.886 0.325
H -4.206 -2.738 1.897 0.556
H -2.243 2.878 -2.161 0.435
H 2.442 4.150 2.426 0.452
H 2.873 -1.897 1.742 0.425
H -5.512 -1.858 0.152 0.491
H -4.158 -1.847 -0.981 0.316
H 0.434 -3.683 -1.275 0.415
H -0.307 4.021 -0.228 0.196
H -3.911 1.263 -0.367 0.529
H -5.293 -0.589 2.386 0.467
H -1.377 -2.153 -0.712 0.590
```

Calculated values
**Frontier orbital gap**: 8.12 eV
**Energy above the lowest of the compared OMol25 structures with the same formula, charge and spin**: 1.780 eV
**DFT total energy**: -1268.95150 hartree

Molecular formula: C24H32N4O4
Method: DFT, wB97M-V/def2-TZVPD

Structure (XYZ):
```
64
Properties=species:S:1:pos:R:3:mulliken_charge:R:1
O -2.484 -1.805 -1.167 -0.484
O 4.239 -1.646 -0.652 -0.652
O -0.446 4.402 -0.688 -0.655
O 3.441 1.720 2.042 -0.770
N 5.062 0.245 0.309 -0.083
N -1.417 2.418 -0.118 0.058
N -3.540 1.706 0.270 -0.215
N 2.160 0.046 1.271 0.608
C -3.768 -1.746 -0.572 -0.170
C 0.963 -0.460 0.699 -0.934
C -3.980 -4.255 -0.334 -0.344
C -5.461 3.095 0.012 -0.682
C -0.181 -1.478 -1.150 -1.066
C -3.285 3.977 -0.448 -0.565
C 3.264 -0.896 1.421 -1.292
C -1.412 -0.867 0.820 -0.610
C 0.984 -1.023 -0.577 0.259
C 7.059 -0.490 -0.910 -1.499
C 1.237 2.325 1.335 -0.987
C -0.233 -0.428 1.402 -0.429
C 5.304 0.928 -2.037 -1.350
C -4.653 4.153 -0.384 -0.454
C -4.849 1.895 0.326 -0.206
C -2.771 2.725 -0.107 0.398
C 0.979 2.535 -0.165 -0.215
C -4.176 -5.419 0.628 -1.286
C 6.022 0.616 -0.724 0.330
C 2.370 1.345 1.586 0.829
C -1.403 -1.382 -0.475 0.625
C -4.028 -2.909 0.388 -0.564
C -0.353 3.241 -0.366 0.276
C 4.247 -0.815 0.236 0.682
H 4.563 1.710 -1.887 0.263
H 6.569 -1.397 -1.249 0.322
H -2.622 4.770 -0.746 0.473
H 4.806 0.034 -2.401 0.324
H 4.882 0.911 1.052 0.315
H 0.329 1.982 1.830 0.478
H -4.459 -1.808 -1.418 0.493
H -0.177 -1.910 -2.138 0.495
H -5.138 -5.341 1.131 0.317
H -3.015 -4.352 -0.836 0.279
H 2.850 -1.904 1.465 0.371
H -3.394 -5.426 1.385 0.320
H -5.009 -2.766 0.845 0.562
H -1.235 1.451 0.131 -0.091
H -4.143 -6.365 0.094 0.386
H -5.087 5.108 -0.640 0.419
H -3.279 -2.906 1.182 0.221
H -6.532 3.199 0.074 0.377
H 0.960 1.581 -0.693 0.227
H -3.908 -0.779 -0.076 -0.179
H -2.325 -0.798 1.389 0.271
H 1.532 3.273 1.786 0.421
H 3.790 -0.663 2.351 0.511
H 7.798 -0.187 -1.647 0.457
H 1.766 3.159 -0.590 0.421
H -5.429 1.038 0.643 0.350
H 7.564 -0.695 0.031 0.362
H 6.521 1.522 -0.361 0.385
H -0.251 -0.066 2.419 0.607
H -4.757 -4.280 -1.101 0.278
H 6.019 1.261 -2.784 0.445
H 1.918 -1.109 -1.110 0.572
```

Calculated values
**Frontier orbital gap**: 9.27 eV
**Energy above the lowest of the compared OMol25 structures with the same formula, charge and spin**: 1.428 eV
**DFT total energy**: -1453.79895 hartree